107
Properties=species:S:1:pos:R:3 method="wB97M-V/def2-TZVPD" fmax_ev_per_a=0.47 lumo_energy_ha=-0.036 gap_ev=8.35
C 1.9967 5.2757 -3.2992
C 1.3737 5.2679 -4.6939
C -0.1284 4.9190 -4.8178
I -1.1213 4.2916 -3.0090
C -0.4919 3.8979 -5.8732
C -1.6201 4.0841 -6.7125
C -2.5481 5.2678 -6.5604
C -3.9801 4.9357 -6.0384
C -4.1025 3.6038 -5.3055
Br -5.3623 3.7369 -3.8075
C -1.9130 3.1294 -7.7077
S -3.3188 3.2762 -8.7970
C -1.1557 1.9730 -7.8742
C -0.0961 1.7863 -7.0219
C 0.2362 2.7253 -6.0512
C 1.4208 2.1652 -5.3099
O 1.8588 2.4295 -4.2255
N 1.8894 1.1081 -6.1154
C 0.8665 0.6472 -6.9543
O 0.7735 -0.4512 -7.4294
H 3.0451 5.5743 -3.3717
H 1.9598 4.3000 -2.8218
H 1.4981 6.0193 -2.6753
H 1.9637 4.6554 -5.3764
H 1.4662 6.2936 -5.0668
H -0.6332 5.8383 -5.0784
H -2.6593 5.7276 -7.5462
H -2.1241 6.0344 -5.9231
H -4.2645 5.7404 -5.3605
H -4.6781 4.9654 -6.8732
H -3.1744 3.2799 -4.8473
H -4.5306 2.8320 -5.9377
H -2.9306 4.3571 -9.4894
H -1.4057 1.2443 -8.6334
H 2.5673 0.4599 -5.7390
C -0.3983 -2.0309 -3.0128
C -0.1992 -0.6865 -3.3069
C 0.4029 0.1501 -2.3808
C 0.7998 -0.3531 -1.1499
C 0.5836 -1.7000 -0.8454
C -0.0086 -2.5371 -1.7837
C 0.9533 -2.2512 0.4869
O 0.7766 -3.4255 0.7523
C 1.5351 -1.3197 1.4896
C 1.8237 -1.7977 2.7613
C 2.3889 -0.9585 3.7064
C 2.6645 0.3659 3.3826
C 2.3659 0.8524 2.1205
C 1.7953 0.0144 1.1710
C 1.4534 0.5650 -0.1720
O 1.6908 1.7179 -0.4565
H -0.8629 -2.6819 -3.7417
H -0.5185 -0.2912 -4.2640
H 0.5630 1.1944 -2.6071
H -0.1645 -3.5791 -1.5399
H 1.6058 -2.8292 3.0033
H 2.6194 -1.3352 4.6948
H 3.1104 1.0201 4.1201
H 2.5692 1.8820 1.8604
C -3.1639 -2.4284 2.4053
C -2.2915 -2.0081 1.4059
C -2.3857 -0.7229 0.9005
C -3.3516 0.1470 1.3863
C -4.2404 -0.2801 2.3741
C -4.1373 -1.5683 2.8867
C -5.3146 0.6210 2.8798
O -6.0841 0.2573 3.7438
C -5.4188 1.9832 2.2803
C -6.4438 2.8250 2.6940
C -6.5536 4.0961 2.1562
C -5.6366 4.5355 1.2071
C -4.6141 3.7009 0.7898
C -4.5048 2.4212 1.3198
C -3.4121 1.5299 0.8376
O -2.6012 1.9178 0.0233
H -3.0838 -3.4307 2.8054
H -1.5500 -2.6916 1.0209
H -1.7164 -0.3816 0.1221
H -4.8250 -1.8850 3.6587
H -7.1492 2.4734 3.4341
H -7.3557 4.7482 2.4759
H -5.7229 5.5305 0.7906
H -3.8983 4.0295 0.0488
C 2.9033 -6.8563 3.2358
C 3.1066 -5.5098 2.9515
C 3.7120 -4.6893 3.8888
C 4.1010 -5.2041 5.1185
C 3.8841 -6.5525 5.4079
C 3.2920 -7.3770 4.4589
C 4.2636 -7.1251 6.7304
O 4.0859 -8.2979 6.9813
C 4.8644 -6.2053 7.7394
C 5.1842 -6.7017 8.9969
C 5.7512 -5.8677 9.9454
C 6.0071 -4.5350 9.6407
C 5.6872 -4.0339 8.3905
C 5.1100 -4.8643 7.4377
C 4.7500 -4.2977 6.1069
O 4.9700 -3.1342 5.8405
H 2.4366 -7.4987 2.5009
H 2.7897 -5.1009 2.0002
H 3.8807 -3.6428 3.6736
H 3.1358 -8.4212 4.6918
H 4.9835 -7.7402 9.2210
H 5.9961 -6.2552 10.9255
H 6.4550 -3.8867 10.3822
H 5.8786 -2.9991 8.1423